# 1
The following is a quantum chemistry calculation of a structure of composition C9H20FeN2S5Se3Te, from the OMol25 dataset.

charge: +1
orbital gap (alpha / beta): 0.2737 / 0.2290 Ha
relative energy (zero: lowest compared OMol25 entry of this formula, charge and spin): 17.1 kJ/mol
E_LUMO (alpha / beta): -2.59 / -4.08 eV
spin multiplicity: 6
E: -11191.3062 a.u.

Atoms and positions in Å:
Te1 -5.23 -2.10 0.98
Se1 -3.45 -1.62 -0.79
Se2 -3.43 0.74 -0.73
Se3 -4.60 -1.05 3.01
Fe1 -1.10 -0.19 -0.51
S1 1.48 0.45 -0.85
S2 -1.03 -0.74 1.96
S3 -0.72 2.32 0.56
S4 0.12 -2.62 -0.49
S5 -0.80 -0.76 -3.06
N1 0.18 0.90 -4.85
N2 -1.19 1.85 -3.28
C1 0.35 -3.00 1.27
C2 1.97 1.44 0.59
C3 -1.20 1.98 2.27
C4 2.48 -1.04 -0.55
C5 -0.61 0.73 2.92
C6 -0.59 0.77 -3.77
C7 1.06 2.65 0.72
C8 1.80 -2.30 -1.07
C9 0.40 -1.81 2.23
H1 2.66 -1.12 0.52
H2 3.44 -0.93 -1.04
H3 -2.29 1.91 2.24
H4 2.42 -3.17 -0.82
H5 0.22 1.75 -5.38
H6 1.29 3.38 -0.06
H7 0.61 0.08 -5.24
H8 3.00 1.77 0.46
H9 1.27 -3.59 1.37
H10 1.70 -2.27 -2.16
H11 0.36 -2.19 3.25
H12 -1.92 1.69 -2.59
H13 1.32 -1.24 2.12
H14 -0.48 -3.65 1.54
H15 -1.18 2.73 -3.76
H16 -1.01 0.62 3.92
H17 1.92 0.81 1.48
H18 1.24 3.15 1.68
H19 0.48 0.82 3.00
H20 -0.95 2.85 2.88

=====

# 2
The following is a quantum chemistry calculation of a structure of composition C32H76CdF12N4O20P2S5, from the OMol25 dataset.

charge: -2
orbital gap: 0.2262 Ha
relative energy (zero: lowest compared OMol25 entry of this formula, charge and spin): 0.0 kJ/mol
E_LUMO: 3.17 eV
E: -7028.7660 a.u.

Atoms and positions in Å:
Cd1 -0.87 0.69 0.08
S1 4.56 -4.26 -3.10
S2 -0.72 -7.00 -1.03
S3 5.29 4.45 1.55
S4 -0.31 0.29 -2.48
S5 1.11 2.05 5.20
P1 -3.04 -1.19 1.53
P2 1.47 -0.89 1.58
F1 -3.53 -0.59 3.01
F2 0.28 -1.44 0.57
F3 2.13 -0.44 0.15
F4 0.67 0.54 1.62
F5 2.33 -2.26 1.61
F6 -4.44 -2.07 1.41
F7 -3.71 0.14 0.87
F8 0.65 -1.37 2.90
F9 -2.12 -2.43 2.16
F10 -2.65 -1.71 0.07
F11 2.62 -0.22 2.48
F12 -1.70 -0.26 1.67
O1 2.51 1.83 5.43
O2 5.39 -3.18 -2.09
O3 4.69 -5.61 -2.62
O4 -1.96 -6.05 -0.32
O5 -0.60 0.93 -3.73
O6 -1.02 -7.25 -2.42
O7 -0.47 -8.09 -0.13
O8 0.38 0.65 4.78
O9 4.85 -4.08 -4.50
O10 0.28 1.12 -1.46
O11 6.77 4.35 1.57
O12 4.68 5.75 1.53
O13 0.28 2.05 6.60
O14 0.35 -5.74 -0.85
O15 3.09 -3.62 -2.59
O16 4.63 3.39 0.46
O17 4.60 3.59 2.83
O18 -1.46 -0.13 -1.67
O19 0.66 3.09 4.30
O20 0.66 -0.70 -2.96
N1 -0.02 -2.23 -5.46
N2 -4.24 1.27 6.57
N3 -1.50 2.59 0.57
N4 2.55 1.01 -4.76
C1 1.74 3.27 -4.49
C2 4.44 1.42 -3.20
C3 -0.22 -4.66 -0.18
C4 0.28 -4.82 -4.97
C5 -1.50 -5.05 0.50
C6 1.34 -2.51 -7.57
C7 -0.49 3.59 0.05
C8 -1.84 4.08 2.63
C9 -3.82 -1.12 6.89
C10 0.87 3.36 0.68
C11 -4.30 2.49 7.36
C12 3.22 -3.04 -1.34
C13 -1.37 -2.28 -4.82
C14 3.56 -1.30 -5.03
C15 4.65 2.07 1.05
C16 -1.69 2.65 2.08
C17 -2.33 -1.23 -5.39
C18 -5.58 2.74 8.23
C19 4.61 -2.49 -1.09
C20 3.03 0.97 -3.37
C21 -2.82 2.92 -0.10
C22 -4.73 2.10 4.32
C23 -0.95 0.57 5.25
C24 -4.45 0.14 7.47
C25 0.83 -3.36 -4.81
C26 2.63 2.37 -5.33
C27 -5.22 1.25 5.43
C28 4.14 2.30 2.46
C29 -2.92 2.33 -1.51
C30 -0.11 -2.40 -6.91
C31 -1.08 1.58 6.37
C32 3.37 0.07 -5.64
H1 -2.03 2.50 -2.12
H2 -5.42 3.49 9.01
H3 -5.35 0.37 4.81
H4 1.84 -3.46 -7.35
H5 -6.31 3.24 7.59
H6 -2.63 2.14 2.30
H7 -1.44 1.08 7.27
H8 -0.74 -1.67 -7.42
H9 1.71 4.26 -4.95
H10 -0.60 -3.30 -7.26
H11 -3.85 -1.88 7.68
H12 1.95 3.46 -3.44
H13 4.52 2.50 -3.30
H14 2.42 2.33 -6.40
H15 -1.04 2.06 2.72
H16 -1.84 -3.26 -4.96
H17 1.35 2.46 0.29
H18 -0.93 -0.45 5.65
H19 -3.26 -1.23 -4.81
H20 5.12 0.86 -3.83
H21 0.85 -3.06 -3.76
H22 4.43 1.46 3.10
H23 2.92 -0.03 -2.94
H24 2.79 -1.56 -4.31
H25 -3.68 2.86 -2.10
H26 -4.55 3.13 4.64
H27 0.52 -4.39 0.57
H28 -2.06 3.97 3.69
H29 -1.30 -2.23 -3.74
H30 1.88 -3.34 -5.09
H31 4.71 -1.41 -1.19
H32 -4.32 -1.50 6.00
H33 -4.26 3.39 6.76
H34 1.17 -2.57 -8.65
H35 4.14 1.34 0.43
H36 -2.93 4.00 0.00
H37 2.42 1.61 -2.72
H38 5.63 1.60 1.14
H39 2.56 -2.18 -1.39
H40 2.92 -3.73 -0.55
H41 0.85 3.40 1.77
H42 3.05 2.31 2.56
H43 0.72 2.90 -4.62
H44 -2.70 4.64 2.24
H45 -1.44 -5.52 1.48
H46 -3.36 1.34 -1.56
H47 -3.80 1.75 3.87
H48 -6.07 1.90 8.72
H49 -5.45 2.23 3.51
H50 -0.31 3.32 -0.99
H51 -1.63 0.69 4.41
H52 3.64 2.78 -5.25
H53 -5.54 0.09 7.53
H54 -0.78 -4.92 -4.71
H55 -0.93 4.68 2.55
H56 2.00 -1.67 -7.36
H57 -3.59 2.54 0.56
H58 -2.29 -4.30 0.49
H59 0.45 -5.15 -5.99
H60 -2.52 -1.41 -6.45
H61 1.52 4.20 0.41
H62 2.89 -0.04 -6.61
H63 -0.97 4.57 0.00
H64 -4.07 0.28 8.48
H65 5.08 -2.79 -0.16
H66 -1.94 -0.22 -5.40
H67 -0.24 -3.78 -0.82
H68 -2.79 -0.87 6.65
H69 -3.47 2.50 8.06
H70 4.40 -1.36 -4.34
H71 3.68 -2.02 -5.84
H72 -6.25 1.53 5.68
H73 -1.71 2.46 6.23
H74 4.69 1.29 -2.15
H75 4.38 0.36 -5.93
H76 0.80 -5.55 -4.34